a.
C3H4O3 | ωB97M-V/def2-TZVPD

ORCA input file:
```
! RIJCOSX wB97M-V def2-TZVPD def2/J DEFGRID3
* xyz 0 1
O 2.074 0.473 0.119
C 0.933 -0.311 0.278
C -0.294 0.423 -0.200
O -0.240 1.538 -0.673
C -1.627 -0.266 -0.077
O -1.788 -1.450 0.127
H 1.782 1.308 -0.285
H 1.006 -1.257 -0.282
H 0.779 -0.587 1.334
H -2.627 0.127 -0.342
*
```

Calculated values
Frontier orbital gap (eV): 9.4

Löwdin atomic charge list, values in e, 2 entries: -0.034, -0.199

=====

b.
C3H4O3 | ωB97M-V/def2-TZVPD

ORCA input file:
```
! RIJCOSX wB97M-V def2-TZVPD def2/J DEFGRID3
* xyz 0 1
O -0.481 -1.515 -1.471
C -0.689 -0.459 -0.593
C 0.558 -0.184 0.209
O 1.587 -0.815 0.046
C 0.485 0.798 1.280
O 0.204 2.042 0.966
H 0.457 -1.757 -1.377
H -0.933 0.483 -1.115
H -1.526 -0.665 0.092
H 0.339 2.072 1.963
*
```

Calculated values
Frontier orbital gap (eV): 8.8

Löwdin atomic charge list, values in e, 2 entries: -0.032, -0.211

=====

c.
C3H4O3 | ωB97M-V/def2-TZVPD

ORCA input file:
```
! RIJCOSX wB97M-V def2-TZVPD def2/J DEFGRID3
* xyz 0 1
O 0.363 -0.933 -1.773
C 0.006 -0.361 -0.805
C -0.405 0.239 0.287
O 0.409 0.937 1.174
C 1.708 0.767 1.058
O 2.185 0.027 0.226
H -2.310 -1.221 -1.525
H -1.452 0.366 0.489
H -2.786 -1.175 -0.894
H 2.281 1.354 1.763
*
```

Calculated values
Frontier orbital gap (eV): 9.6

Löwdin atomic charge list, values in e, 2 entries: 0.153, -0.206

=====

What should be chosen as the least stable of them? Choose b.

=====

a.
C3H4O3 | ωB97M-V/def2-TZVPD

ORCA input file:
```
! RIJCOSX wB97M-V def2-TZVPD def2/J DEFGRID3
* xyz 0 1
O 0.461 1.445 -0.003
C 1.146 0.454 -0.084
C 0.476 -0.913 -0.108
O -0.807 -0.545 -0.659
C -1.404 0.429 0.150
O -1.487 0.433 1.345
H 2.205 0.609 -0.296
H 1.118 -1.638 -0.651
H 0.228 -1.359 0.853
H -1.935 1.084 -0.547
*
```

Calculated values
Frontier orbital gap (eV): 10.6

Löwdin atomic charge list, values in e, 2 entries: 0.075, -0.153

=====

b.
C3H4O3 | ωB97M-V/def2-TZVPD

ORCA input file:
```
! RIJCOSX wB97M-V def2-TZVPD def2/J DEFGRID3
* xyz 0 1
O 0.583 1.674 -0.902
C 1.173 0.827 -0.286
C 0.669 -0.579 -0.054
O -0.545 -0.832 -0.730
C -1.681 -0.426 -0.262
O -1.673 0.207 0.908
H 2.165 1.014 0.173
H 1.379 -1.296 -0.472
H 0.574 -0.757 1.022
H -2.645 0.167 0.603
*
```

Calculated values
Frontier orbital gap (eV): 10.1

Löwdin atomic charge list, values in e, 2 entries: 0.086, -0.227

=====

c.
C3H4O3 | ωB97M-V/def2-TZVPD

ORCA input file:
```
! RIJCOSX wB97M-V def2-TZVPD def2/J DEFGRID3
* xyz 0 1
O -1.037 0.947 -1.153
C -0.068 0.046 -0.646
C -0.670 -0.645 0.563
O -0.738 -1.835 0.688
C 1.390 0.339 0.116
O 1.335 0.075 1.296
H -1.717 1.142 -0.483
H 0.112 -0.654 -1.468
H -1.051 0.088 1.315
H 2.443 0.496 -0.228
*
```

Calculated values
Frontier orbital gap (eV): 9.9

Löwdin atomic charge list, values in e, 2 entries: -0.018, -0.245

=====

What should be chosen as the least stable of them? Choose b.

=====

a.
C3H4O3 | ωB97M-V/def2-TZVPD

ORCA input file:
```
! RIJCOSX wB97M-V def2-TZVPD def2/J DEFGRID3
* xyz 0 1
O -0.011 -1.060 -1.162
C 0.286 0.065 -0.398
C 1.066 -0.375 0.843
O 2.009 0.223 1.292
C -0.998 0.775 0.006
O -2.069 0.306 -0.299
H -0.983 -1.116 -1.190
H 0.918 0.784 -0.940
H 0.694 -1.323 1.281
H -0.914 1.723 0.566
*
```

Calculated values
Frontier orbital gap (eV): 10.3

Löwdin atomic charge list, values in e, 2 entries: -0.005, -0.331

=====

b.
C3H4O3 | ωB97M-V/def2-TZVPD

ORCA input file:
```
! RIJCOSX wB97M-V def2-TZVPD def2/J DEFGRID3
* xyz 0 1
O 0.109 -1.008 -1.027
C 0.301 0.331 -0.258
C 1.095 -0.418 0.778
O 2.296 -0.456 0.728
C -1.098 0.832 -0.061
O -2.015 0.119 -0.401
H -0.822 -1.367 -0.935
H 0.952 1.217 -0.548
H 0.473 -1.062 1.409
H -1.305 1.851 0.310
*
```

Calculated values
Frontier orbital gap (eV): 10.2

Löwdin atomic charge list, values in e, 2 entries: -0.054, -0.196

=====

c.
C3H4O3 | ωB97M-V/def2-TZVPD

ORCA input file:
```
! RIJCOSX wB97M-V def2-TZVPD def2/J DEFGRID3
* xyz 0 1
O -1.740 0.817 -0.583
C -0.520 0.358 -0.626
C -0.070 -0.859 0.058
O -0.213 -1.580 -0.992
C 1.438 0.754 0.704
O 1.362 -0.513 0.563
H -2.197 0.494 0.211
H 0.058 0.714 -1.467
H -0.568 -1.140 1.009
H 2.450 0.956 1.123
*
```

Calculated values
Frontier orbital gap (eV): 9.0

Löwdin atomic charge list, values in e, 2 entries: 0.136, -0.095

=====

d.
C3H4O3 | ωB97M-V/def2-TZVPD

ORCA input file:
```
! RIJCOSX wB97M-V def2-TZVPD def2/J DEFGRID3
* xyz 0 1
O -2.209 -0.574 -0.513
C -1.074 -0.236 -0.351
C 0.117 -1.060 0.116
O 1.219 -0.175 0.008
C 0.646 1.114 0.063
O -0.624 1.023 -0.553
H 0.279 -1.910 -0.546
H -0.092 -1.439 1.133
H 1.200 1.887 -0.479
H 0.539 1.369 1.122
*
```

Calculated values
Frontier orbital gap (eV): 11.5

Löwdin atomic charge list, values in e, 2 entries: 0.142, -0.456

=====

What should be chosen as the least stable of them? Choose c.

=====

a.
C4H27N2O11 | ωB97M-V/def2-TZVPD

ORCA input file:
```
! RIJCOSX wB97M-V def2-TZVPD def2/J DEFGRID3
* xyz -1 1
C -1.630 0.308 1.882
O -1.763 -1.053 1.451
C -0.606 1.084 1.049
C -1.412 2.037 0.120
C -0.545 3.002 -0.648
N -0.433 2.816 -1.976
O -0.143 4.072 -0.176
N 0.243 0.215 0.241
H -1.310 0.195 2.925
H -2.630 0.757 1.903
H 0.048 1.678 1.645
H -2.120 2.651 0.648
H -1.906 1.321 -0.527
H 0.032 3.566 -2.436
H -0.730 1.985 -2.515
H 0.312 0.568 -0.696
H -0.116 -0.723 0.161
H 0.465 3.753 3.018
H 0.747 4.298 1.587
O 1.189 4.090 2.437
H 2.813 -1.262 0.728
H 2.047 0.018 0.782
O 2.706 -0.485 1.326
H -0.037 0.168 -3.386
H -1.262 -0.041 -2.396
O -0.815 0.593 -3.037
H -0.601 -3.833 2.301
H 0.750 -3.159 2.619
O 0.343 -3.976 2.314
H -2.772 -1.464 -1.266
H -1.979 -1.053 0.465
O -2.132 -0.839 -1.061
H 0.459 -1.162 2.642
H 1.766 -0.592 2.832
O 1.150 -1.097 3.358
H -0.052 -2.680 -1.168
H -1.203 -1.695 -1.562
O -0.619 -2.539 -1.972
H 1.781 -2.296 -3.820
H 0.466 -2.015 -2.913
O 1.354 -1.637 -3.275
H 2.279 -1.626 -1.840
H 2.996 -2.412 -0.692
O 2.871 -1.537 -1.071
*
```

Calculated values
Frontier orbital gap (eV): 9.3

Löwdin atomic charge list, values in e, 2 entries: -0.206, -0.139

=====

b.
C4H27N2O11 | ωB97M-V/def2-TZVPD

ORCA input file:
```
! RIJCOSX wB97M-V def2-TZVPD def2/J DEFGRID3
* xyz -1 1
N 2.365 2.535 -0.235
C 1.817 1.206 -0.151
C 2.751 0.059 -0.618
N 2.882 -1.095 0.112
C 1.829 -1.683 0.974
C 0.764 -2.349 0.112
O -0.021 -1.370 -0.562
O 3.587 0.243 -1.503
H 2.451 2.740 -1.218
H 3.149 2.638 0.387
H 1.639 0.861 0.867
H 0.819 1.065 -0.577
H 3.734 -1.605 -0.044
H 1.389 -0.814 1.444
H 2.279 -2.396 1.660
H 1.226 -2.836 -0.749
H 0.084 -2.984 0.689
H -2.210 0.903 -3.195
H -1.596 -0.429 -3.511
O -1.713 0.452 -3.895
H -0.433 2.970 1.628
H 1.053 3.005 1.430
O 0.403 2.935 2.148
H -0.493 -1.216 -2.410
H 0.686 -1.652 -3.459
O -0.201 -1.791 -3.132
H -3.101 -0.140 0.889
H -0.815 -1.014 -0.088
O -2.295 -0.109 0.364
H -1.853 -3.618 -0.657
H -2.401 -2.266 -0.211
O -2.563 -3.219 -0.145
H -2.726 0.681 -0.806
H -3.820 1.814 -1.313
O -2.936 1.479 -1.472
H -1.433 -1.374 2.041
H -0.847 0.030 1.973
O -0.707 -0.836 2.364
H -1.620 1.629 0.697
H -2.164 2.548 -0.395
O -1.569 2.547 0.397
H 0.656 1.455 3.017
H 0.684 0.113 3.593
O 1.270 0.886 3.562
*
```

Calculated values
Frontier orbital gap (eV): 9.5

Löwdin atomic charge list, values in e, 2 entries: 0.033, -0.201

=====

What should be chosen as the least stable of them? Choose b.